P:
9
Properties=species:S:1:pos:R:3 method="wB97M-V/def2-TZVPD" molar_mass_g_mol=76.146 homo_lumo_gap_ev=10.36
C -1.57082 0.55711 0.45553
C -0.60888 -0.27097 0.21230
Si 1.33920 -0.16533 -0.34137
F 2.52679 0.60315 -1.46840
H -1.63868 1.66938 0.36862
H -2.46130 0.04308 0.82779
H -0.93409 -1.24583 0.11405
H 1.41280 -1.16657 -1.27674
H 1.93499 -0.02402 1.10821

Q:
9
Properties=species:S:1:pos:R:3 method="wB97M-V/def2-TZVPD" molar_mass_g_mol=76.146 homo_lumo_gap_ev="8.09 / 7.78"
C -1.19695 -0.49949 -0.90125
C -0.63918 -0.31161 0.23362
F 2.44967 1.24272 -1.35633
Si 1.64494 1.75591 -0.02213
H -1.95742 -1.21367 -0.98951
H -0.94044 -0.31642 -1.93179
H -0.78006 -0.77313 1.24237
H 0.89636 3.03522 -0.25143
H 2.80677 1.55345 0.68038

R:
9
Properties=species:S:1:pos:R:3 method="wB97M-V/def2-TZVPD" molar_mass_g_mol=76.146 homo_lumo_gap_ev=9.91
C 0.49514 -0.72659 -1.30411
C 0.80297 0.23402 -0.45138
F 1.47902 1.35780 -0.60946
Si -0.75904 0.29740 1.30486
H -0.10536 -1.58017 -1.09590
H 1.06400 -0.72559 -2.27581
H -1.66017 1.07387 0.32232
H -1.47387 -0.87376 1.87488
H 0.15731 0.94303 2.23460

Relative energies in eV: P 0.000; Q 2.218; R 1.742

P:
13
Properties=species:S:1:pos:R:3 method="wB97M-V/def2-TZVPD" molar_mass_g_mol=100.097 homo_lumo_gap_ev=5.77 charge=-1
C -1.73092 -0.05884 0.76996
C -0.49767 0.16526 0.36116
C 0.20953 -0.36076 -0.84303
O 0.20381 -1.76539 -0.77646
C 1.43492 0.36176 -0.40607
N 0.61817 0.82427 0.75694
O 0.98214 1.73796 1.66992
H -2.14639 0.51844 1.54022
H -2.38355 -0.57993 0.15660
H -0.17421 -0.09095 -1.84896
H -0.61135 -1.94316 -0.32816
H 2.44746 -0.11039 -0.06301
H 1.64807 1.30172 -0.98912

Q:
13
Properties=species:S:1:pos:R:3 method="wB97M-V/def2-TZVPD" molar_mass_g_mol=100.097 homo_lumo_gap_ev=7.23 charge=-1
C 0.13566 0.48609 1.19097
C 0.33631 -0.66008 0.12926
C -0.42125 -0.36396 -1.13123
C -0.99687 -1.47295 -1.59411
O -1.10996 -2.48590 -0.81728
N -0.07868 -1.87386 0.72704
O 0.72927 -2.76615 1.04977
H -0.68164 0.12176 1.76004
H -0.15911 1.52514 0.73244
H 1.01269 0.58358 1.93194
H 1.55393 -0.81580 -0.22962
H 0.01762 0.57106 -1.77270
H -1.45559 -1.47650 -2.59064

Relative energies in eV: P 0.000; Q 0.558

P:
6
Properties=species:S:1:pos:R:3 method="wB97M-V/def2-TZVPD" molar_mass_g_mol=192.383 homo_lumo_gap_ev=9.14
C -1.10474 0.08702 0.33362
O -0.58082 0.80592 -0.55206
Cl 0.36994 -2.65381 1.76519
I -2.76279 0.89623 1.38031
H -0.20122 -1.66832 1.13726
H -0.91313 1.70503 -0.75774

Q:
6
Properties=species:S:1:pos:R:3 method="wB97M-V/def2-TZVPD" molar_mass_g_mol=192.383 homo_lumo_gap_ev="6.79 / 6.79"
C 0.13449 -0.23381 0.53256
O 0.04882 0.31889 -0.63393
Cl -2.63697 -0.32042 0.77760
I 0.32538 0.87478 2.28460
H -0.31170 -1.15873 0.40703
H 0.24683 1.30213 -0.66141

Relative energies in eV: P 0.000; Q 0.394

P:
11
Properties=species:S:1:pos:R:3 method="wB97M-V/def2-TZVPD" molar_mass_g_mol=148.987 homo_lumo_gap_ev=9.90
C 1.09846 2.36445 0.15389
C 0.95550 1.23106 -0.21303
C 0.75909 -0.09855 -0.65152
C -0.77480 -0.82488 0.36998
O -0.99260 -2.06219 -0.13322
Br -2.27762 0.40954 0.18688
H 1.24100 3.35455 0.46371
H 0.40585 -0.18892 -1.66927
H 1.53693 -0.79667 -0.38639
H -0.43785 -0.78343 1.40840
H -1.51396 -2.60495 0.47056

Q:
11
Properties=species:S:1:pos:R:3 method="wB97M-V/def2-TZVPD" molar_mass_g_mol=148.987 homo_lumo_gap_ev=9.06
C -0.12676 0.28766 -0.00531
C 0.71964 -0.50352 -0.28210
C -1.37000 1.01495 0.08699
C 2.86907 -1.07485 -0.23196
O 3.03765 -1.84757 0.82904
Br 3.73522 0.59379 -0.10223
H -2.01994 0.76197 -0.72787
H -1.87186 0.55646 0.95148
H -1.35817 2.07913 -0.04282
H 2.80140 -1.63274 -1.12541
H 3.14831 -1.10505 1.52940

Relative energies in eV: P 0.000; Q 2.061

P:
9
Properties=species:S:1:pos:R:3 method="wB97M-V/def2-TZVPD" molar_mass_g_mol=80.023 homo_lumo_gap_ev="7.46 / 7.46"
C -1.66741 0.45862 0.09194
O 2.85030 -0.04746 0.11500
O 0.53037 0.81040 0.23819
P 1.40022 -0.39613 -0.00551
H -1.47865 -0.56981 0.30068
H -1.61038 0.71606 -0.90143
H -2.12180 1.36852 0.69274
H 1.10915 -1.34791 0.84212
H 0.98820 -0.99228 -1.37373

Q:
9
Properties=species:S:1:pos:R:3 method="wB97M-V/def2-TZVPD" molar_mass_g_mol=80.023 homo_lumo_gap_ev=8.61
C -0.98732 -0.59697 -0.35888
O -1.23248 0.69545 -0.11798
O 1.32403 1.06988 -0.04073
P 1.46911 -0.56496 -0.19286
H -1.34349 -1.13819 -1.30566
H -1.22997 -1.19224 0.60827
H -0.82976 1.29320 -0.73907
H 1.54393 1.27776 0.89524
H 1.28595 -0.84392 1.25167

Relative energies in eV: P 0.894; Q 0.000

P:
9
Properties=species:S:1:pos:R:3 method="wB97M-V/def2-TZVPD" molar_mass_g_mol=117.198 homo_lumo_gap_ev=7.46
C 0.12291 0.03954 0.06145
S 1.56840 1.20179 0.08665
C 2.87754 0.00072 -0.07457
S 4.58068 0.55766 -0.11005
C 2.54518 -1.30951 -0.31157
N 2.09742 -2.36160 -0.33936
H 0.38248 -0.46410 -0.82841
H -0.84274 0.72301 -0.07933
H -0.08928 -0.65885 0.88659

Q:
9
Properties=species:S:1:pos:R:3 method="wB97M-V/def2-TZVPD" molar_mass_g_mol=117.198 homo_lumo_gap_ev="7.66 / 7.66"
C -0.62284 0.35986 1.78678
C 0.01552 -0.17092 -1.22843
C 1.16976 0.34371 -1.26273
N 0.33494 0.65831 1.25107
S -1.46240 -1.87841 0.50625
S -1.48140 -0.73796 -1.12787
H -1.38146 0.08231 2.50342
H 1.94863 0.19928 -1.87122
H 1.47923 1.14384 -0.55728

Relative energies in eV: P 0.000; Q 1.822

P:
9
Properties=species:S:1:pos:R:3 method="wB97M-V/def2-TZVPD" molar_mass_g_mol=117.198 homo_lumo_gap_ev=8.57
C -0.03563 2.52160 -0.04184
C -0.30874 1.35871 0.05832
C -0.61880 -0.08814 -0.01061
S -2.17477 -0.63410 -0.01357
N 0.47910 -0.90182 0.06209
S 2.13596 -0.46379 -0.10227
H 0.33548 3.45646 0.11893
H 0.25375 -1.86334 0.12398
H 2.45719 -0.46714 1.14063

Q:
9
Properties=species:S:1:pos:R:3 method="wB97M-V/def2-TZVPD" molar_mass_g_mol=117.198 homo_lumo_gap_ev=8.60
N -0.33443 2.69119 -0.62730
C -0.27462 1.70466 -0.04660
C -0.13103 0.63840 0.90433
S -0.93895 -0.86918 0.26388
C 0.09944 -1.71778 -0.78772
S 1.59217 -1.31603 -1.35713
H -0.64548 0.96524 1.86319
H 1.01186 0.53301 0.98511
H -0.37897 -2.62950 -1.19777

Relative energies in eV: P 1.434; Q 0.000

P:
8
Properties=species:S:1:pos:R:3 method="wB97M-V/def2-TZVPD" molar_mass_g_mol=206.907 homo_lumo_gap_ev=8.69
N 1.71382 -0.31589 0.40309
O -0.11589 -1.57335 0.18232
O -0.99802 0.81817 -0.69560
P 0.57897 -0.56574 -0.80522
I 3.61088 0.27797 -0.09684
H 1.40091 -0.55497 1.38181
H -0.91984 -2.00157 -0.04564
H -0.90265 1.27657 -1.54779

Q:
8
Properties=species:S:1:pos:R:3 method="wB97M-V/def2-TZVPD" molar_mass_g_mol=206.907 homo_lumo_gap_ev=8.90
N -0.73010 -0.53605 -0.58603
O -0.03434 1.83994 0.27273
O 0.94772 -0.05380 1.29747
P 0.70094 0.58897 -0.26113
I -0.76424 -0.87800 -2.66229
H -0.50521 -1.58496 -0.21779
H -0.63397 1.62666 0.96229
H 1.01920 -1.00277 1.19475

Relative energies in eV: P 0.909; Q 0.000

P:
11
Properties=species:S:1:pos:R:3 method="wB97M-V/def2-TZVPD" molar_mass_g_mol=85.086 homo_lumo_gap_ev="8.05 / 7.98" charge=+1
C -2.42430 0.25798 0.03813
C 2.31354 0.51494 -0.04605
C 0.01911 0.36648 0.12713
N -1.18633 0.62847 0.34105
N 1.19743 0.38619 0.51735
O -0.20068 -1.69805 0.10418
H -3.16071 0.12674 0.87636
H -2.70411 0.09888 -1.00180
H 3.22058 0.60015 0.60799
H 2.34655 0.58324 -1.06605
H 0.57892 -1.86502 -0.49828

Q:
11
Properties=species:S:1:pos:R:3 method="wB97M-V/def2-TZVPD" molar_mass_g_mol=85.086 homo_lumo_gap_ev=9.50 charge=+1
C 1.89675 0.23442 -0.13805
C -0.31549 0.83001 0.70586
C 0.62861 0.49152 -0.38499
N -1.26766 -1.14238 -0.08513
N -0.24635 -0.57887 0.55358
O 2.92479 -0.18911 0.04856
H 0.09956 1.26129 1.63208
H -1.18833 1.44739 0.17415
H 0.29857 0.34969 -1.43426
H -1.14288 -2.14781 -0.29260
H -1.68757 -0.55616 -0.77920

Relative energies in eV: P 2.444; Q 0.000